Entry 1:
{"formula": "C40H61BrN5NaOP3S2Te", "method": "ωB97M-V/def2-TZVPD", "elements": ["Na", "C", "P", "C", "C", "C", "C", "C", "C", "C", "P", "C", "C", "H", "H", "H", "H", "H", "H", "H", "H", "H", "H", "H", "H", "H", "H", "H", "H", "C", "C", "S", "C", "C", "S", "H", "H", "H", "H", "H", "H", "Br", "C", "C", "C", "C", "C", "C", "N", "C", "C", "C", "C", "C", "C", "N", "H", "H", "H", "H", "H", "H", "H", "H", "H", "C", "Te", "C", "H", "H", "H", "H", "H", "H", "O", "P", "N", "C", "C", "C", "C", "N", "C", "C", "C", "C", "N", "C", "C", "C", "C", "H", "H", "H", "H", "H", "H", "H", "H", "H", "H", "H", "H", "H", "H", "H", "H", "H", "H", "H", "H", "H", "H", "H", "H"], "coordinates": [[-0.8764, -0.7253, -0.8866], [4.8607, 4.0665, 1.3510], [3.0349, 3.6468, 1.3737], [2.6024, 3.4930, -0.3988], [2.2753, 5.2558, 1.7357], [2.7448, 6.4375, 1.1132], [2.2066, 7.6873, 1.3600], [1.1864, 7.7176, 2.3148], [0.8530, 6.6561, 3.0879], [1.2665, 5.3608, 2.6701], [0.6511, 3.7560, 3.2998], [-1.1709, 4.0290, 3.4195], [1.1106, 3.8110, 5.1055], [5.0504, 4.8939, 0.6338], [5.3845, 3.1517, 1.1144], [5.2307, 4.3343, 2.3277], [1.9918, 2.5462, -0.5103], [3.4777, 3.4037, -1.0390], [2.0196, 4.3221, -0.7163], [3.5773, 6.4196, 0.3713], [2.4415, 8.6027, 0.7870], [0.5980, 8.5999, 2.4648], [0.3185, 6.7961, 4.0514], [-1.5479, 4.8646, 4.0659], [-1.5509, 3.0547, 3.7258], [-1.5795, 4.1968, 2.4389], [1.9550, 4.4753, 5.3296], [1.2745, 2.8112, 5.4749], [0.2493, 4.3106, 5.6297], [-3.0446, -1.2481, 2.2522], [-3.7583, -0.3820, 1.2152], [-2.8603, 0.9155, 0.5054], [-5.1354, -0.6651, 0.9654], [-5.9195, -1.4671, 1.9846], [-5.8905, -0.2803, -0.5286], [-1.9929, -0.9411, 2.3439], [-2.9789, -2.3526, 2.0931], [-3.6313, -1.1767, 3.1699], [-5.4755, -2.4769, 2.2553], [-6.9414, -1.6565, 1.6875], [-6.0966, -0.8999, 2.9311], [-2.1774, -6.4151, -3.7898], [-1.9647, -4.5965, -3.3818], [-2.7423, -3.9918, -2.4007], [-2.6714, -2.6324, -2.2263], [-1.7434, -1.8580, -2.9711], [-0.7460, -2.5391, -3.6940], [-0.9670, -3.8723, -3.9887], [-1.9131, -0.4576, -3.0174], [-1.5145, 0.2391, -4.0248], [-1.8087, 1.6191, -4.0284], [-2.6566, 2.2172, -4.9516], [-2.8280, 3.6315, -4.8763], [-2.0237, 4.3793, -4.0187], [-1.3380, 3.6636, -3.0568], [-1.2172, 2.3229, -3.0574], [-3.3865, -4.5861, -1.7843], [-3.4499, -2.1052, -1.7232], [0.1070, -2.0306, -4.1153], [-0.4197, -4.4076, -4.7921], [-1.1276, -0.2295, -4.9723], [-3.2766, 1.5714, -5.5905], [-3.5191, 4.1506, -5.5952], [-1.9368, 5.5042, -4.1853], [-0.9237, 4.0612, -2.1428], [-5.7014, 2.7880, 1.7338], [-5.3770, 2.2724, -0.3063], [-7.3243, 2.8582, -1.0612], [-5.6180, 1.8765, 2.3628], [-6.6926, 3.1914, 1.8489], [-4.9356, 3.5517, 1.9594], [-7.1523, 3.8384, -1.5081], [-8.0098, 2.8585, -0.1993], [-7.7144, 2.1357, -1.7598], [0.6473, -1.9795, -0.1290], [1.8026, -2.9152, 0.0258], [1.1889, -4.4266, 0.3101], [2.0609, -5.6450, 0.1968], [0.9767, -6.8007, -0.0974], [-0.3156, -6.2476, 0.5085], [-0.0717, -4.7359, 0.9329], [2.6856, -2.5614, 1.4165], [2.7300, -1.1631, 1.8851], [4.1595, -1.0860, 2.5072], [4.4577, -2.4939, 3.0530], [3.6948, -3.3946, 2.1035], [2.9144, -2.9629, -1.2531], [4.1241, -2.0955, -1.3567], [4.6609, -2.2939, -2.7740], [3.7650, -3.2736, -3.5550], [2.5875, -3.6091, -2.5407], [2.6158, -5.9054, 1.1104], [2.7570, -5.6706, -0.6470], [1.2613, -7.7621, 0.2949], [0.8775, -6.9225, -1.1738], [-0.6986, -6.8397, 1.3772], [-1.0867, -6.2408, -0.3062], [0.0485, -4.7255, 1.9930], [-0.8497, -4.1029, 0.6072], [2.0732, -1.0775, 2.7480], [2.5296, -0.4842, 1.0556], [4.3794, -0.3112, 3.3093], [4.8540, -0.8506, 1.7171], [3.9407, -2.6111, 4.0318], [5.4648, -2.7826, 3.2103], [3.1712, -4.2217, 2.5579], [4.4775, -3.7657, 1.3976], [4.8472, -2.4063, -0.5460], [3.8092, -1.0620, -1.2856], [5.7454, -2.5277, -2.6823], [4.6541, -1.3253, -3.3347], [4.3094, -4.1893, -3.9096], [3.4145, -2.8616, -4.5610], [2.5407, -4.7491, -2.4554], [1.6558, -3.2745, -2.9980]], "lowdin_charge": [0.262, -0.303, 0.847, -0.282, -0.447, -0.110, -0.081, -0.120, -0.091, -0.413, 0.869, -0.313, -0.294, 0.026, 0.014, 0.021, 0.047, 0.032, 0.015, 0.104, 0.111, 0.094, 0.119, 0.045, 0.027, 0.022, 0.031, 0.011, 0.037, -0.164, -0.842, 0.411, -0.881, -0.182, 0.414, 0.044, 0.071, 0.056, 0.079, 0.034, 0.069, 0.675, -0.757, -0.148, -0.028, -0.321, -0.079, -0.177, 0.038, -0.205, -0.340, -0.029, -0.094, -0.120, -0.162, 0.116, 0.092, 0.095, 0.090, 0.100, 0.112, 0.106, 0.105, 0.110, 0.091, -0.406, 1.118, -0.445, 0.009, -0.017, -0.008, -0.028, -0.009, -0.023, -0.306, 0.608, -0.197, -0.158, -0.152, -0.146, -0.162, -0.193, -0.167, -0.171, -0.181, -0.210, -0.184, -0.182, -0.188, -0.151, -0.170, 0.094, 0.085, 0.088, 0.094, 0.110, 0.103, 0.101, 0.094, 0.114, 0.106, 0.124, 0.085, 0.117, 0.092, 0.096, 0.114, 0.114, 0.104, 0.108, 0.112, 0.102, 0.118, 0.112, 0.075], "orbital_gap_ev": [3.3, 3.7], "spin_multiplicity": 1, "energy_ha": -6734.4968, "largest_force_ha_per_bohr": 0.0760, "molar_mass_da": 1015.5, "e_lumo_ev": [1.7, 1.7], "e_homo_ha": [-0.0591, -0.0721], "e_above_lowest_kj_mol": 0.0, "charge": -1}

***

Entry 2:
{"formula": "C2H4FNOS", "method": "ωB97M-V/def2-TZVPD", "elements": ["C", "C", "N", "O", "F", "S", "H", "H", "H", "H"], "coordinates": [[-0.8489, 0.3629, 0.1720], [1.5577, -0.2157, -0.1591], [0.1819, -0.4900, 0.1059], [-3.3274, 1.3090, 0.0874], [-0.1256, -1.8711, 0.0675], [-2.5969, -0.0446, 0.1586], [-0.5388, 1.3554, 0.3060], [1.8193, 0.8911, 0.0296], [2.0123, -0.9404, 0.4226], [1.8663, -0.3566, -1.1904]], "lowdin_charge": [-0.287, -0.023, -0.210, -0.700, 0.001, 0.844, 0.078, 0.140, 0.067, 0.091], "orbital_gap_ev": [7.9, 7.9], "spin_multiplicity": 1, "energy_ha": -706.4948, "largest_force_ha_per_bohr": 0.0830, "molar_mass_da": 109.1, "e_lumo_ev": [0.1, 0.1], "e_homo_ha": [-0.2857, -0.2856], "e_above_lowest_kj_mol": 379.7, "charge": 0}

***

Entry 3:
{"formula": "C4H4F2", "method": "ωB97M-V/def2-TZVPD", "elements": ["C", "C", "C", "C", "F", "F", "H", "H", "H", "H"], "coordinates": [[-0.8045, -0.0760, -0.0755], [0.4791, -0.8339, -0.0473], [-0.1374, 0.6210, -1.1493], [0.1089, -0.0397, 1.1322], [-0.3875, 0.1133, -2.3261], [-0.4342, -0.6561, 2.1861], [-1.7317, -0.4845, 0.0526], [0.6604, -1.9454, -0.2534], [0.3241, 1.5475, -0.9248], [0.7166, 0.7685, 1.3393]], "lowdin_charge": [-0.201, 0.016, -0.117, -0.320, 0.076, 0.046, 0.114, 0.141, 0.127, 0.116], "orbital_gap_ev": 10.0, "spin_multiplicity": 1, "energy_ha": -354.3880, "largest_force_ha_per_bohr": 0.1077, "molar_mass_da": 90.1, "e_lumo_ev": 1.0, "e_homo_ha": -0.3322, "e_above_lowest_kj_mol": 295.6, "charge": 0}

***

Entry 4:
{"formula": "C2H6O3", "method": "ωB97M-V/def2-TZVPD", "elements": ["O", "C", "O", "H", "H", "C", "O", "H", "H", "H", "H"], "coordinates": [[-0.5764, -2.0441, -1.3928], [-0.7419, -2.4036, -0.2802], [-1.6955, -1.8287, 0.4729], [-0.1321, -3.1292, 0.2668], [-2.2637, -2.4067, 0.9425], [0.8475, 2.1346, -0.3495], [1.4251, 1.2589, 0.6329], [0.3894, 1.5233, -1.1261], [1.6478, 2.7303, -0.7648], [0.0270, 2.6775, 0.1157], [1.0728, 1.4876, 1.4826]], "lowdin_charge": [0.104, -0.397, 0.072, 0.136, 0.084, -0.139, -0.132, 0.072, 0.071, 0.077, 0.052], "smiles": "O=CO.CO", "orbital_gap_ev": 10.9, "spin_multiplicity": 1, "energy_ha": -305.4880, "largest_force_ha_per_bohr": 0.0306, "molar_mass_da": 78.1, "e_lumo_ev": 0.6, "e_homo_ha": -0.3771, "e_above_lowest_kj_mol": 169.5, "charge": 0}

***

Entry 5:
{"formula": "C18H36BrIrN2O8Si", "method": "ωB97M-V/def2-TZVPD", "elements": ["Ir", "O", "C", "C", "N", "C", "C", "O", "O", "C", "C", "O", "O", "H", "H", "H", "H", "H", "H", "H", "H", "H", "O", "N", "O", "O", "C", "C", "C", "C", "Si", "Br", "C", "C", "C", "C", "C", "C", "C", "C", "H", "H", "H", "H", "H", "H", "H", "H", "H", "H", "H", "H", "H", "H", "H", "H", "H", "H", "H", "H", "H", "H", "H", "H", "H", "H", "H"], "coordinates": [[1.9620, 0.4636, 1.4154], [0.9741, 1.8493, 2.7594], [1.2369, 1.6180, 4.1434], [2.7271, 1.5747, 4.2207], [3.2919, 0.5908, 3.2794], [4.5566, 1.1008, 2.7178], [4.2366, 2.2372, 1.7424], [4.9331, 3.2252, 1.6899], [3.1668, 2.0545, 0.9988], [3.1818, -0.7914, 3.7797], [1.7297, -1.2702, 3.6839], [1.2112, -1.8924, 4.5832], [1.0876, -0.9468, 2.5727], [0.0298, 1.7377, 2.5814], [0.7790, 0.6897, 4.4792], [0.8436, 2.4396, 4.7417], [3.0275, 1.3312, 5.2432], [3.1274, 2.5544, 3.9613], [5.0505, 0.3080, 2.1768], [5.2329, 1.5038, 3.4730], [3.4937, -0.8986, 4.8203], [3.7870, -1.4335, 3.1563], [2.4221, -0.8380, -0.0196], [3.5543, -1.4883, 0.2579], [3.9312, -2.3533, -0.4841], [4.0964, -1.1057, 1.2866], [-1.1306, -1.1065, -4.0799], [-0.4006, -0.2453, -3.0292], [-0.1438, 1.1444, -3.6303], [0.9695, -0.8695, -2.7390], [-1.4955, -0.1286, -1.4852], [-0.1656, 0.9262, 0.1825], [-2.8851, 1.1800, -1.5618], [-3.7296, 1.1534, -0.2749], [-3.7935, 0.8688, -2.7661], [-2.3772, 2.6284, -1.7129], [-1.9678, -1.7775, -0.6648], [-0.8800, -2.8425, -0.8683], [-3.2761, -2.2876, -1.3013], [-2.1680, -1.6496, 0.8579], [-0.5159, -1.1509, -4.9844], [-2.1024, -0.6954, -4.3603], [-1.2864, -2.1312, -3.7386], [0.5406, 1.0364, -4.4771], [0.3194, 1.8254, -2.9122], [-1.0571, 1.6043, -4.0082], [1.5913, -0.7641, -3.6343], [0.9120, -1.9300, -2.5083], [1.4875, -0.3783, -1.9222], [-4.2615, 0.2124, -0.1379], [-4.4798, 1.9485, -0.3347], [-3.1218, 1.3379, 0.6135], [-4.2032, -0.1424, -2.7430], [-3.2679, 1.0004, -3.7133], [-4.6358, 1.5684, -2.7582], [-1.6970, 2.9190, -0.9126], [-3.2438, 3.2964, -1.6683], [-1.8759, 2.8078, -2.6596], [-0.7428, -3.1104, -1.9158], [-1.1850, -3.7495, -0.3367], [0.0824, -2.5277, -0.4578], [-3.2066, -2.3751, -2.3893], [-4.1288, -1.6492, -1.0687], [-3.4931, -3.2840, -0.9038], [-1.2388, -1.3908, 1.3675], [-2.4950, -2.6204, 1.2443], [-2.9213, -0.9120, 1.1326]], "lowdin_charge": [1.261, -0.196, -0.168, -0.118, -0.197, -0.084, -0.620, 0.075, -0.199, -0.072, -0.613, 0.078, -0.220, 0.057, 0.121, 0.142, 0.149, 0.142, 0.109, 0.139, 0.138, 0.113, -0.250, -0.476, 0.116, -0.053, -0.078, -0.622, -0.094, -0.094, 0.624, 0.732, -0.629, -0.103, -0.081, -0.112, -0.620, -0.084, -0.086, -0.108, 0.095, 0.067, 0.066, 0.091, 0.084, 0.063, 0.096, 0.069, 0.039, 0.065, 0.090, 0.065, 0.070, 0.068, 0.093, 0.042, 0.089, 0.059, 0.067, 0.095, 0.081, 0.074, 0.064, 0.092, 0.041, 0.094, 0.061], "orbital_gap_ev": 7.9, "spin_multiplicity": 1, "energy_ha": -4386.6617, "largest_force_ha_per_bohr": 0.0723, "molar_mass_da": 708.7, "e_lumo_ev": -0.8, "e_homo_ha": -0.3186, "e_above_lowest_kj_mol": 174.1, "charge": 0}

***

Entry 6:
{"formula": "C4H8N4", "method": "ωB97M-V/def2-TZVPD", "elements": ["C", "C", "C", "C", "H", "H", "H", "H", "H", "H", "H", "H", "N", "N", "N", "N"], "coordinates": [[-0.0463, 0.5010, 0.4377], [0.9783, 1.3201, -0.4461], [-0.0572, 0.5637, -1.0332], [0.3677, -1.0969, 0.4892], [-1.5233, 2.1022, 0.7750], [-1.8243, -0.3722, 1.6192], [2.0433, 0.7169, -0.2867], [0.9317, 2.4430, -0.3849], [-0.8334, 1.3665, -1.3349], [-1.1981, -1.0535, -1.4184], [1.4307, -2.4331, -1.1761], [0.0755, -0.8896, 2.2552], [-0.9442, 0.8065, 1.4547], [-0.0766, -0.7016, -1.7220], [0.6084, -1.5305, -0.7410], [0.0677, -1.7425, 1.5123]], "lowdin_charge": [-0.553, -0.035, -0.428, -0.524, 0.240, 0.236, 0.165, 0.114, 0.161, 0.207, 0.294, 0.093, -0.012, 0.010, -0.063, 0.095], "orbital_gap_ev": 8.3, "spin_multiplicity": 1, "energy_ha": -375.8545, "largest_force_ha_per_bohr": 0.1339, "molar_mass_da": 112.1, "e_lumo_ev": -0.2, "e_homo_ha": -0.3130, "e_above_lowest_kj_mol": 1034.4, "charge": 0}

***

Question: The lowest charge belongs to which entry?
Answer: C40H61BrN5NaOP3S2Te